The following is a quantum chemistry calculation of the molecule C19H27NO4, from the OMol25 dataset.

Results
**SMILES string**: COc1cc(/C=C/C(=O)N2CCCCCCC2)cc(OC)c1OC
**Energy relative to the best compared isomer or geometry (same formula, charge and spin)**: 73.0 kcal per mole
**LUMO energy**: 0.39 eV
**Net charge**: 0
**HOMO-LUMO gap**: 8.087 eV
**Maximum force**: 0.80 eV/A

Each line ends with the Mulliken charge.
Atoms and positions in Å:
C1 -0.88025 5.06792 2.65510  -0.938
H1 -1.71122 5.08895 1.94291  0.367
O1 0.36456 5.03984 2.00232  -0.428
C2 0.64314 3.99117 1.15880  1.056
C3 -0.22996 2.92982 0.96567  -0.609
C4 0.07832 1.86555 0.12156  -0.188
C5 1.30890 1.87030 -0.53802  -0.805
C6 2.19033 2.91896 -0.36573  0.932
C7 1.87135 4.00469 0.48019  0.634
O2 2.84811 4.94869 0.54939  -0.463
C8 2.59408 6.22367 1.09182  -0.798
H2 3.48786 6.80706 0.86977  0.281
H3 2.44342 6.18469 2.17260  0.245
H4 1.72692 6.69622 0.62469  0.321
O3 3.40848 3.01668 -0.97127  -0.465
C9 3.81126 1.98237 -1.83168  -0.881
H5 3.88655 1.02412 -1.30603  0.349
H6 4.79720 2.27043 -2.19317  0.227
H7 3.13181 1.87656 -2.68458  0.346
H8 1.56377 1.05047 -1.18703  0.292
C10 -0.89035 0.80206 -0.03094  -0.270
C11 -0.81022 -0.27042 -0.82852  -0.567
C12 -1.92482 -1.23643 -0.86394  0.313
O4 -3.04349 -0.93803 -0.46824  -0.712
N1 -1.66538 -2.47081 -1.38389  0.093
C13 -0.34028 -2.96489 -1.67717  -1.255
H9 0.15753 -2.30317 -2.39617  0.370
C14 0.55668 -3.12584 -0.43519  -0.345
C15 -0.19250 -3.52063 0.83644  -0.593
H10 -1.02246 -2.82945 0.98771  0.221
H11 0.49103 -3.38245 1.67840  0.404
C16 -0.69785 -4.96170 0.89338  -0.933
H12 0.15354 -5.64118 0.79893  0.340
H13 -1.12427 -5.11296 1.88869  0.363
C17 -1.75367 -5.36567 -0.14085  -0.574
C18 -2.91142 -4.37245 -0.29589  -0.641
H14 -3.83744 -4.92616 -0.46379  0.356
C19 -2.76801 -3.40499 -1.47697  -1.141
H15 -3.67745 -2.80146 -1.53630  0.465
H16 -2.66028 -3.97337 -2.40681  0.452
H17 -3.04031 -3.79808 0.62165  0.387
H18 -1.28482 -5.53616 -1.11083  0.300
H19 -2.15734 -6.32974 0.17915  0.396
H20 1.32787 -3.86628 -0.65717  0.484
H21 1.05618 -2.17572 -0.23359  0.292
H22 -0.46133 -3.92787 -2.17330  0.480
H23 0.03137 -0.43240 -1.48070  0.408
H24 -1.78548 0.88808 0.57350  0.372
H25 -1.17809 2.91239 1.47735  0.457
H26 -0.88051 5.99040 3.23440  0.251
H27 -1.00108 4.21724 3.33338  0.348